(1)
C56H48FGeOP3RhS as an isolated structure at a distorted geometry, computed with wB97M-V/def2-TZVPD.

Positions of all 112 atoms, in Å:
C1 -0.963 -0.469 -3.273
H1 4.198 2.251 2.275
H2 -3.410 -0.728 1.869
C2 0.269 4.256 -3.140
H3 -0.792 -5.722 0.980
C3 3.678 1.413 2.715
P1 1.327 -0.879 -1.689
H4 1.279 -6.688 1.907
C4 -0.843 -0.736 2.831
H5 -0.483 1.384 2.745
C5 0.597 -3.378 -2.737
H6 -0.098 -2.867 -3.389
H7 3.668 -0.387 5.585
C6 -2.967 -0.063 4.512
C7 3.852 -1.062 -2.767
H8 -2.960 -2.724 -2.207
C8 1.718 -5.414 -2.131
H9 -1.331 -2.779 3.337
C9 4.058 0.973 3.971
H10 -1.494 1.301 -6.107
C10 -4.645 1.685 -2.193
H11 0.861 1.909 -5.699
C11 -3.807 -1.475 1.187
C12 1.101 2.463 -1.144
C13 -2.632 -1.397 4.301
C14 -0.072 3.679 2.115
H12 -3.048 6.090 2.572
C15 1.990 -0.275 2.645
C16 2.030 -3.407 2.212
H13 -6.657 1.395 -1.511
H14 4.878 1.461 4.479
C17 -1.630 0.048 -4.373
C18 -2.312 4.369 1.540
C19 5.193 -0.731 -2.891
H15 -2.886 -3.538 -0.619
H16 -6.054 1.522 0.882
C20 -2.218 5.407 2.454
C21 -2.213 0.941 3.919
C22 -1.583 -1.737 3.465
C23 0.013 4.714 3.026
H17 -1.463 -1.138 -2.606
C24 -2.985 2.016 -0.479
H18 -2.415 1.984 4.126
H19 -3.781 0.189 5.177
H20 6.789 0.488 -2.165
C25 -3.367 -2.751 -1.199
P2 -1.288 2.277 0.042
H21 1.809 -1.501 4.407
Rh1 0.052 0.195 -0.035
C26 -0.657 3.727 -2.264
C27 3.385 -0.069 4.591
P3 0.616 -1.060 1.807
H22 -2.660 -0.228 -4.559
C28 2.017 2.998 -2.052
C29 -5.627 1.551 -1.221
H23 -2.574 1.996 -2.597
C30 -1.144 0.598 3.105
O1 -1.548 -1.195 -0.240
C31 1.020 0.727 -3.924
H24 2.337 4.327 -3.686
H25 3.267 -5.227 -0.663
H26 -0.997 6.388 3.914
H27 2.842 -2.777 2.545
H28 -3.209 4.275 0.947
C32 -0.003 -5.071 1.330
C33 2.314 -3.354 -1.049
C34 -0.248 2.835 -1.273
H29 5.812 -1.240 -3.617
H30 2.963 -2.809 -0.374
H31 -3.719 1.908 1.549
C35 2.180 -4.782 2.285
S1 -3.087 -1.155 -0.422
H32 -4.884 -1.344 1.093
C36 0.372 -0.146 -3.042
H33 2.063 0.972 -3.769
H34 3.434 -1.845 -3.385
Ge1 2.394 1.506 0.187
C37 3.066 -0.388 -1.836
H35 0.187 -5.281 -3.626
H36 0.923 4.854 3.593
H37 3.070 2.763 -1.987
H38 -1.086 -3.281 0.891
C38 -3.328 1.905 -1.827
C39 1.164 -5.615 1.848
C40 3.601 0.607 -1.025
C41 2.347 -0.694 3.925
H39 3.093 -5.201 2.683
C42 -3.976 1.850 0.498
C43 0.767 -4.746 -2.887
H40 -4.443 -2.914 -1.251
H41 1.874 -6.474 -2.273
C44 5.739 0.244 -2.073
C45 -0.168 -3.699 1.281
F1 3.091 3.106 0.565
C46 1.356 -2.675 -1.802
C47 1.601 3.893 -3.022
C48 0.840 -2.847 1.740
C49 0.347 1.250 -5.014
C50 -1.241 3.487 1.376
C51 2.497 -4.714 -1.222
C52 4.952 0.907 -1.150
C53 2.626 0.794 2.027
C54 -1.065 5.577 3.202
H42 -4.910 1.627 -3.240
H43 -1.690 4.039 -2.327
H44 5.396 1.673 -0.526
H45 -3.567 -2.477 1.535
C55 -5.290 1.623 0.125
H46 -0.033 4.966 -3.896
H47 0.797 3.039 1.991
C56 -0.977 0.908 -5.243
H48 -3.183 -2.176 4.810

Computed properties:
Total charge: +3
LUMO energy (spin up / spin down): -0.369 / -0.369 Ha

Results of the Löwdin charge analysis, in e, for atoms 1 through 8:
1. C -0.12
2. H 0.11
3. H 0.03
4. C -0.02
5. H 0.12
6. C -0.07
7. P 1.06
8. H 0.13

(2)
A 11-piece molecular cluster, C56H49Cl8F5O8 overall at a distorted geometry, computed with wB97M-V/def2-TZVPD.

Positions of all 126 atoms, in Å:
C1 -24.609 -8.731 -3.282
C2 -27.901 -20.564 4.808
H1 -26.373 -21.069 -2.902
H2 -32.815 -33.302 -3.248
C3 -23.603 -11.209 -3.234
C4 -34.839 -21.130 -2.656
H3 -25.645 -7.234 -13.816
H4 -25.334 -11.761 -4.487
C5 -26.370 -19.665 -4.558
C6 -34.075 -22.362 -10.858
C7 -27.016 -21.829 6.683
C8 -20.915 -21.779 3.880
H5 -25.719 -10.635 -10.370
C9 -27.325 -21.734 5.324
Cl1 -24.212 -30.443 0.948
C10 -34.112 -21.038 -10.318
C11 -33.078 -31.585 -4.332
F1 -21.212 -22.619 1.658
C12 -25.286 -8.951 -11.539
H6 -27.489 -22.820 -4.191
H7 -32.107 -19.331 -1.836
H8 -20.326 -24.840 2.567
H9 -24.919 -7.698 -3.227
C13 -35.485 -20.389 -12.182
H10 -36.271 -19.878 -13.770
C14 -24.380 -22.661 -14.113
F2 -23.847 -24.786 -16.859
C15 -22.541 -24.565 -14.852
C16 -33.890 -18.577 -2.874
H11 -21.870 -10.504 -2.301
H12 -24.536 -12.688 -10.911
H13 -33.737 -20.820 -9.329
C17 -23.716 -24.291 -15.637
H14 -25.050 -21.912 -13.718
C18 -35.539 -20.210 -3.432
H15 -21.857 -25.274 -15.295
H16 -20.177 -23.599 6.664
C19 -33.335 -29.682 -5.742
H17 -32.330 -27.143 -4.140
H18 -26.346 -9.647 -4.313
O1 -32.898 -21.784 -1.426
H19 -25.468 -23.185 -15.887
H20 -26.016 -8.357 -11.010
C20 -22.316 -23.877 -13.689
C21 -33.085 -19.505 -2.259
C22 -23.663 -10.556 -13.116
Cl2 -25.902 -31.360 -10.618
C23 -24.595 -23.336 -15.270
O2 -35.742 -17.974 -4.170
H21 -36.344 -18.260 -4.861
Cl3 -26.053 -30.460 -1.317
C24 -20.420 -24.087 3.336
H22 -27.215 -20.863 8.622
C25 -27.162 -21.940 -4.724
H23 -21.515 -24.180 -13.032
C26 -23.922 -9.225 -13.493
H24 -19.660 -25.266 4.901
C27 -27.220 -20.523 -6.612
F3 -26.429 -22.968 7.199
H25 -35.085 -19.066 -10.539
H26 -33.352 -31.792 -6.402
C28 -20.136 -24.324 4.673
H27 -28.194 -18.737 7.637
C29 -33.072 -28.913 -4.716
H28 -33.416 -29.225 -6.717
C30 -23.338 -8.919 -2.698
H29 -28.444 -18.520 5.294
C31 -23.214 -22.856 -13.394
H30 -35.316 -22.081 -2.470
H31 -33.612 -22.264 -0.999
H32 -33.218 -31.297 -2.292
O3 -24.381 -12.457 -11.830
C32 -25.363 -9.753 -3.879
H33 -35.647 -21.945 -13.707
H34 -23.075 -22.307 -12.475
H35 -33.084 -28.738 -2.576
C33 -20.896 -22.791 2.950
C34 -24.342 -11.087 -11.972
C35 -32.979 -29.412 -3.414
C36 -24.706 -30.058 -10.294
O4 -32.749 -27.580 -4.885
C37 -25.451 -29.483 0.026
H36 -36.563 -20.416 -3.705
H37 -33.510 -17.566 -2.901
C38 -26.669 -19.467 -5.899
H38 -21.107 -20.754 3.599
F4 -23.086 -12.412 -3.386
O5 -33.374 -23.295 -10.234
C39 -27.445 -21.783 -6.068
O6 -36.121 -19.484 -12.907
C40 -33.297 -31.073 -5.598
C41 -24.790 -11.012 -3.930
C42 -28.135 -19.488 5.659
Cl4 -24.762 -28.088 -0.718
C43 -32.957 -30.769 -3.198
O7 -25.068 -7.161 -13.052
C44 -28.011 -19.621 7.044
Cl5 -26.827 -29.080 1.082
Cl6 -24.088 -30.387 -8.693
C45 -22.803 -10.179 -2.738
Cl7 -25.474 -28.486 -10.328
H39 -28.005 -20.445 3.740
C46 -27.447 -20.788 7.569
C47 -20.320 -23.306 5.635
F5 -26.185 -18.362 -6.578
H40 -20.734 -21.202 5.951
C48 -20.642 -22.033 5.267
H41 -34.340 -23.600 -12.532
C49 -35.312 -21.622 -12.732
H42 -33.525 -23.468 -9.302
H43 -27.156 -22.614 4.720
C50 -26.653 -20.902 -3.932
C51 -24.732 -8.439 -12.676
C52 -35.056 -18.907 -3.507
C53 -25.111 -10.258 -11.179
C54 -34.574 -22.625 -12.131
H44 -22.877 -11.166 -13.536
H45 -23.528 -8.708 -14.355
H46 -22.675 -8.199 -2.241
C55 -34.908 -20.059 -10.926
H47 -26.115 -18.722 -4.097
H48 -27.787 -22.601 -6.684
Cl8 -23.361 -30.065 -11.438
H49 -27.418 -20.350 -7.659
O8 -32.921 -32.942 -4.131
C56 -33.630 -20.838 -2.106

Computed properties:
Total charge: 0
LUMO energy: 0.002 Ha

Results of the Löwdin charge analysis, in e, for atoms 1 through 8:
1. C -0.09
2. C -0.08
3. H 0.10
4. H 0.10
5. C -0.30
6. C -0.05
7. H 0.10
8. H 0.11

(3)
C56H49O7P5ReSi as an isolated structure at a distorted geometry, computed with wB97M-V/def2-TZVPD.

Positions of all 119 atoms, in Å:
C1 -6.516 0.336 0.662
H1 -4.799 1.285 -2.089
H2 3.241 5.406 2.771
H3 -0.884 -4.916 1.711
H4 0.319 5.289 -0.648
H5 -7.529 0.185 1.003
P1 0.370 0.570 2.154
C2 -2.192 0.627 -2.546
P2 2.171 -0.419 -1.168
C3 -1.157 0.835 3.096
H6 -1.070 -0.981 4.238
C4 3.355 -3.286 -3.839
C5 -2.794 0.203 4.725
H7 -2.022 -0.279 -6.295
C6 2.129 2.335 -1.713
H8 -0.808 -6.092 0.414
H9 4.010 4.320 -3.710
H10 1.489 -4.140 2.811
O1 -2.076 -2.377 1.919
Si1 0.744 2.323 -0.405
H11 -3.890 5.694 -1.194
C7 -1.241 0.963 -4.735
H12 -2.524 -2.990 2.505
H13 -3.322 0.071 1.740
C8 -3.009 -0.378 -3.065
C9 3.890 1.075 -2.790
H14 -1.496 2.704 2.088
H15 -4.152 3.264 -1.027
H16 -2.393 -5.615 1.054
C10 4.332 2.227 -3.417
P3 -2.220 1.054 -0.772
C11 -4.154 0.278 1.084
C12 -4.981 0.962 -1.074
H17 4.049 -2.633 -1.921
H18 1.027 -4.694 -2.419
O2 -2.249 -4.425 -1.330
C13 5.310 -1.343 2.030
C14 -1.763 5.642 -0.945
H19 0.703 -2.011 -5.511
H20 -0.554 1.486 -5.383
H21 -3.161 -0.497 5.459
C15 -2.052 2.881 -0.803
C16 2.662 4.501 2.659
C17 2.656 -2.908 4.121
C18 2.790 1.124 -1.942
C19 3.400 -0.816 0.096
H22 2.472 -3.728 -5.739
C20 -0.654 4.836 -0.756
C21 2.313 -1.542 -2.577
C22 -3.165 3.697 -0.968
O3 -2.118 -1.448 -0.420
H23 -1.724 -4.874 -2.006
H24 5.647 0.775 2.055
P4 0.313 -3.680 -0.694
C23 5.077 -0.036 1.629
C24 4.122 0.234 0.667
H25 -3.574 3.187 3.340
C25 1.327 -0.762 2.948
O4 -3.876 -3.092 0.423
C26 1.434 -2.150 -4.729
H26 4.126 -4.034 -3.936
C27 1.044 -2.071 2.561
O5 1.330 -4.438 0.050
C28 -1.391 -5.262 0.811
C29 2.423 -3.115 -4.851
C30 -1.436 -4.140 -0.209
C31 -3.020 5.072 -1.051
C32 1.543 2.904 1.236
P5 -2.351 -2.672 0.378
C33 -1.622 -0.073 4.040
C34 3.310 -2.503 -2.698
Re1 -0.076 0.000 -0.153
C35 3.669 3.426 -3.212
C36 -2.946 -0.695 -4.409
H27 3.945 1.251 0.345
C37 2.317 -0.533 3.903
C38 -1.867 2.011 2.834
C39 -6.277 0.767 -0.633
H28 -0.663 2.074 -2.998
C40 2.576 3.480 -2.362
H29 0.611 -0.605 -3.485
C41 1.701 -3.137 3.145
C42 -3.494 1.374 4.479
H30 3.172 -3.737 4.581
H31 5.189 2.185 -4.071
C43 4.570 -2.381 1.487
H32 -3.693 -0.904 -2.417
C44 -1.298 1.290 -3.391
C45 -2.065 -0.028 -5.246
H33 2.063 4.415 -2.206
H34 -4.217 -3.421 -0.411
H35 1.215 2.084 4.526
H36 2.992 -2.933 0.156
H37 0.316 -2.261 1.786
C46 -0.775 3.453 -0.694
C47 -3.913 0.733 -0.206
H38 3.728 -1.423 5.229
H39 -7.104 0.949 -1.303
H40 4.406 0.141 -2.959
C48 1.379 -1.363 -3.595
C49 1.552 2.614 3.646
C50 3.600 -2.123 0.534
H41 -5.635 -0.264 2.523
H42 -3.594 -1.462 -4.807
H43 6.068 -1.551 2.769
O6 0.460 -2.167 -0.641
H44 -4.402 1.585 5.024
C51 2.277 4.072 1.399
H45 2.554 4.646 0.529
H46 -1.651 6.714 -1.001
O7 0.282 -4.116 -2.255
C52 -3.028 2.278 3.534
C53 -5.454 0.082 1.516
H47 4.744 -3.398 1.802
H48 2.517 4.155 4.767
H49 2.589 0.469 4.192
C54 2.966 -1.608 4.488
C55 2.269 3.791 3.783
C56 1.235 2.149 2.374

Computed properties:
Total charge: +2
Spin multiplicity: 4
Expectation value of S²: 3.78
LUMO energy (spin up / spin down): -0.242 / -0.256 Ha

Results of the Löwdin charge analysis, in e, for atoms 1 through 8:
1. C -0.05
2. H 0.11
3. H 0.12
4. H 0.08
5. H 0.10
6. H 0.12
7. P 1.00
8. C -0.34

(4)
C56H50ClN6O2PPdSi as an isolated structure at a distorted geometry, computed with wB97M-V/def2-TZVPD.

Positions of all 118 atoms, in Å:
C1 -1.626 -4.007 -3.393
C2 4.154 -6.053 -4.302
H1 3.358 3.270 6.808
H2 4.901 6.199 4.100
H3 2.610 -3.110 -4.943
C3 -1.365 5.785 -6.308
H4 -4.285 -1.707 1.127
N1 1.461 2.866 -3.112
H5 2.389 3.587 -4.839
H6 0.337 4.433 2.430
C4 -0.343 4.080 -4.364
C5 -1.491 3.719 -5.092
C6 -0.680 -3.051 -3.063
C7 0.297 2.394 3.095
H7 -5.784 2.234 -1.405
O1 -1.973 0.613 1.109
C8 -2.025 2.323 -2.251
C9 -0.654 -5.522 -1.800
N2 3.352 -1.441 -2.123
H8 2.928 4.364 -3.341
C10 -5.416 -1.314 2.907
H9 1.127 5.630 -4.032
O2 -1.111 -0.154 1.863
C11 -0.238 6.158 -5.582
C12 1.385 2.059 2.146
H10 -2.337 -6.000 -3.039
N3 1.296 1.431 0.934
C13 -4.729 2.257 -1.644
H11 -1.325 5.213 4.077
C14 -2.675 1.090 -2.061
N4 1.297 -1.088 -1.371
C15 3.033 2.881 4.730
C16 3.810 -4.817 -2.270
C17 -1.990 4.568 -6.060
C18 3.513 3.621 5.796
C19 -4.249 -1.582 2.203
H12 -6.300 -1.000 4.834
C20 0.153 3.166 -3.362
H13 -1.605 1.245 5.648
C21 -1.031 4.171 4.057
H14 4.038 4.900 2.194
C22 -1.185 1.944 4.937
C23 0.285 -3.326 -2.097
C24 0.469 -2.142 2.317
N5 3.349 2.231 1.166
H15 -1.003 -4.435 1.607
H16 4.742 -6.744 -2.360
H17 -0.677 -2.086 -3.559
H18 2.510 1.950 4.902
C25 4.189 4.812 5.571
C26 4.760 2.472 0.902
C27 4.279 -5.946 -2.924
C28 3.088 -3.902 -4.379
H19 -1.726 -4.116 3.215
H20 1.050 -4.779 -0.722
C29 3.911 4.525 3.203
C30 -1.611 -5.246 -2.766
H21 -2.369 -3.798 -4.153
C31 -4.180 -1.279 4.971
C32 4.386 5.264 4.275
H22 -2.304 3.610 5.690
H23 -2.762 -4.142 1.769
H24 3.464 -5.119 -6.103
H25 3.454 2.720 -3.716
H26 -6.352 -1.237 2.370
H27 4.559 5.390 6.407
H28 -4.519 0.118 -1.606
C33 0.297 -4.567 -1.472
H29 -4.147 -1.171 6.048
H30 -1.966 2.765 -4.909
Cl1 -1.710 -1.947 -0.195
C34 -3.008 -1.545 4.278
Pd1 -0.314 0.125 -0.168
H31 -2.148 0.169 -2.272
H32 4.518 -6.937 -4.810
C35 -2.755 3.520 -2.169
C36 -3.051 -1.666 2.895
H33 0.984 -1.181 2.316
H34 0.236 7.112 -5.765
H35 -4.660 4.401 -1.793
C37 -0.601 2.345 -2.488
H36 -1.760 6.447 -7.067
C38 2.491 1.546 0.358
C39 2.663 -2.598 -2.322
C40 -4.098 3.480 -1.865
H37 5.221 1.579 0.485
C41 -1.581 3.273 4.960
Si1 -1.391 -1.934 1.937
H38 4.836 -0.346 -3.129
C42 1.378 -2.362 -1.871
C43 -0.097 3.734 3.134
H39 0.098 0.483 4.043
H40 -2.253 4.470 -2.304
H41 -2.070 -1.631 4.819
C44 -4.020 1.066 -1.752
N6 0.260 1.585 -1.754
C45 2.672 2.567 2.299
H42 -0.641 -6.488 -1.313
C46 2.625 3.419 -3.791
H43 0.924 -2.776 1.553
H44 3.904 -4.732 -1.194
C47 -0.241 1.507 4.020
H45 5.350 -1.052 -1.583
P1 2.988 1.188 -1.354
C48 -5.383 -1.172 4.287
C49 3.208 -3.793 -2.995
H46 5.259 2.716 1.835
C50 2.501 -0.549 -1.547
H47 -2.867 4.283 -6.624
C51 -1.776 -3.889 2.150
H48 5.121 -2.087 -2.998
H49 0.629 -2.625 3.284
C52 3.560 -5.032 -5.029
C53 0.275 5.313 -4.618
C54 3.229 3.327 3.422
C55 1.484 1.904 -2.137
H50 4.895 3.298 0.203
C56 4.746 -1.212 -2.475

Computed properties:
Total charge: +2
Spin multiplicity: 5
Expectation value of S²: 6.04
LUMO energy (spin up / spin down): -0.180 / -0.311 Ha
ΔE to the lowest compared entry with this formula, charge and spin: 74.2 kcal/mol

Results of the Löwdin charge analysis, in e, for atoms 1 through 8:
1. C -0.07
2. C -0.06
3. H 0.11
4. H 0.11
5. H 0.12
6. C -0.02
7. H 0.09
8. N -0.02

no.,calculated total energy (eV)
1,-161819.338
2,-189007.096
3,-129646.131
4,-105071.993